Record 1
Density functional theory data (ωB97M-V/def2-TZVPD) for a 2-piece molecular cluster, C33H34NO overall.

```
69
Properties=species:S:1:pos:R:3:forces:R:3:lowdin_charge:R:1
C -4.846448 -2.184958 3.324640 -0.152 -0.247 0.037 -0.03
C -3.469970 -1.738377 2.948748 0.158 0.353 -0.022 -0.23
C -3.216584 -0.386586 2.674143 0.228 0.067 -0.043 -0.01
C -1.942996 0.042760 2.352625 0.318 0.187 0.020 0.02
C -0.822049 -0.849628 2.304037 -0.632 -0.137 -0.135 -0.17
C 0.468575 -0.303806 2.019065 0.143 -0.380 1.480 0.11
C 1.762691 -0.880724 2.164188 0.540 0.018 -0.638 -0.18
C 2.864138 0.026796 2.295554 -0.459 0.229 -0.051 0.00
C 4.134371 -0.406089 2.608312 -0.060 0.003 0.017 -0.02
C 4.394137 -1.769461 2.808527 -0.164 0.496 0.230 -0.23
C 5.746059 -2.206836 3.272917 0.127 -0.270 0.061 -0.03
C 3.353503 -2.685110 2.602104 -0.546 -0.158 -0.258 0.00
C 2.088327 -2.268260 2.209964 0.072 0.029 0.323 0.02
C -1.103637 -2.212790 2.621849 -0.147 0.128 -0.032 0.02
C -2.394964 -2.634449 2.911815 0.541 -0.108 -0.076 -0.01
H -4.881146 -3.270581 3.437836 -0.064 0.132 0.000 0.08
H -5.161909 -1.734192 4.274980 0.130 -0.036 -0.190 0.10
H -5.586100 -1.892178 2.570243 0.183 0.000 0.095 0.10
H -4.039771 0.325184 2.735375 0.257 -0.101 -0.073 0.13
H -1.773253 1.106096 2.163887 -0.099 -0.394 -0.002 0.10
H 0.493757 0.788098 1.955843 -0.029 -0.319 -0.192 0.12
H 2.675140 1.095995 2.159338 0.066 -0.358 0.083 0.13
H 4.947200 0.311889 2.724125 -0.259 -0.140 -0.045 0.13
H 5.777124 -3.290460 3.401161 0.077 0.117 -0.012 0.08
H 6.531341 -1.919505 2.564117 -0.178 0.000 0.066 0.10
H 5.995835 -1.741406 4.235598 -0.105 -0.047 -0.213 0.10
H 3.549430 -3.745758 2.765302 -0.065 0.251 -0.264 0.13
H 1.336315 -3.004287 1.933964 0.375 0.121 0.171 0.11
H -0.291358 -2.929174 2.673875 -0.376 0.092 0.029 0.09
H -2.581901 -3.684441 3.140403 0.131 0.273 -0.036 0.13
C 4.051820 2.422455 -0.824545 -0.277 -0.117 0.235 -0.09
C 2.969243 3.021851 -1.483138 0.328 -0.172 0.111 -0.08
C 1.883880 2.257867 -1.879095 -0.185 -0.456 0.235 -0.03
C 1.798427 0.874399 -1.562249 1.059 0.681 0.769 -0.22
C 0.613329 0.097026 -1.816548 -1.689 0.139 -0.934 -0.03
C -0.630614 0.650025 -2.195139 1.171 -0.937 0.178 -0.19
N -1.428480 0.046365 -3.143123 0.392 0.274 0.104 -0.05
C -0.805376 -0.960934 -4.007521 0.027 -0.496 0.370 -0.13
C -1.755319 -1.526344 -5.053938 -0.618 -0.006 -0.015 -0.17
O -3.057224 -1.802641 -4.539635 0.407 0.256 0.363 -0.13
C -3.715667 -0.701989 -3.929916 -0.062 -0.346 -0.738 -0.18
C -2.875102 0.124891 -2.966697 -0.273 -0.154 0.635 -0.12
C -1.120504 1.876760 -1.519817 -0.233 0.620 -0.109 -0.18
C -0.830910 1.999020 -0.157257 -0.109 -0.123 0.008 -0.06
C -1.117872 3.151993 0.557643 -0.274 0.157 -0.231 -0.08
C -1.789123 4.200223 -0.077187 0.230 -0.041 -0.028 -0.07
C -2.137922 4.081543 -1.426057 -0.005 -0.248 -0.075 -0.06
C -1.813705 2.930871 -2.152185 0.206 -0.061 0.358 -0.03
C 2.936851 0.275152 -0.954572 -0.754 0.361 -0.059 -0.06
C 4.019786 1.046710 -0.558704 0.182 0.459 -0.197 -0.12
H 4.891010 3.026967 -0.481670 -0.174 -0.160 -0.155 0.10
H 2.966551 4.097262 -1.671171 0.082 -0.336 -0.040 0.11
H 1.052782 2.736245 -2.398238 0.296 -0.128 0.124 0.11
H 0.740833 -0.987793 -1.865191 0.055 0.371 -0.532 0.10
H 0.046475 -0.499290 -4.533064 -0.153 -0.115 0.350 0.14
H -0.414339 -1.786801 -3.389598 -0.186 0.131 -0.279 0.12
H -1.797123 -0.835774 -5.919268 -0.196 -0.294 0.220 0.13
H -1.424750 -2.526147 -5.369591 0.255 0.570 -0.150 0.13
H -4.137396 -0.039053 -4.706761 0.091 -0.281 0.107 0.13
H -4.527987 -1.176253 -3.365405 0.015 0.397 -0.257 0.13
H -3.125514 -0.206201 -1.943325 0.160 0.196 -0.185 0.13
H -3.194224 1.167860 -3.069753 -0.036 -0.387 0.182 0.10
H -0.402111 1.127986 0.334809 0.009 0.444 -0.431 0.07
H -0.833681 3.231505 1.608093 -0.127 0.033 -0.213 0.11
H -2.027014 5.107387 0.479875 0.028 -0.239 -0.215 0.11
H -2.668811 4.892115 -1.923958 0.133 -0.175 0.143 0.11
H -2.098554 2.850589 -3.205948 0.293 0.140 0.365 0.12
H 2.910816 -0.794118 -0.739179 0.042 0.190 -0.035 0.11
H 4.841696 0.590499 -0.005517 -0.124 0.052 -0.309 0.10
```
Positions in Å, forces in eV/Å.

Results
total charge	+1
total energy	-1407.57167	hartree
frontier orbital gap	3.81	eV
E_HOMO	-9.20	eV

***

Record 2
Density functional theory data (ωB97M-V/def2-TZVPD) for C33H35BClN8O4Sc as an isolated structure.

```
83
Properties=species:S:1:pos:R:3:forces:R:3:lowdin_charge:R:1
Sc -21.154009 -1.795682 -2.832052 1.288 0.061 -0.005 1.23
C -19.731364 -4.412031 -0.369178 0.001 -1.986 -0.192 -0.04
C -20.463727 -3.257444 0.137111 -0.937 2.194 1.939 -0.30
C -20.735544 -2.937803 1.522992 -0.549 1.137 -2.630 0.03
C -21.386523 -1.689289 1.456600 1.586 -1.947 -0.633 -0.03
N -21.416084 -1.252286 0.163183 -1.087 -0.901 1.210 0.03
N -20.921631 -2.253008 -0.652331 0.446 -0.351 0.602 0.01
B -22.393890 -0.192138 -0.445573 0.604 -0.433 -0.997 -0.67
N -23.189146 -0.951830 -1.586648 -1.638 -1.291 -0.300 -0.06
C -24.097119 -0.139957 -2.332970 2.416 0.945 0.270 -0.11
C -25.313720 -0.646465 -2.264311 0.112 -2.005 0.444 -0.01
C -25.200315 -1.931299 -1.556001 2.703 1.767 -1.217 -0.33
C -26.302522 -2.868825 -1.459457 -0.456 -1.323 -0.034 -0.04
N -23.950944 -2.162525 -1.164026 -0.764 2.136 -0.667 0.17
N -21.546669 0.787922 -1.374266 2.015 0.696 -0.883 0.02
C -21.255685 2.102786 -1.245501 1.918 0.015 0.244 -0.02
C -19.944823 2.395541 -1.717818 -2.364 -2.656 0.188 0.02
C -19.549984 1.160147 -2.254404 0.599 -0.098 -1.274 -0.31
C -18.274605 1.017240 -3.099660 -0.333 -0.708 1.866 0.00
N -20.466174 0.192326 -2.108963 -0.987 1.150 0.917 0.03
N -23.215114 0.602775 0.542452 -0.133 0.491 0.738 0.01
C -24.096413 1.621947 0.245786 0.910 -0.564 0.823 -0.08
C -24.161241 2.448071 1.356080 -0.445 -0.009 0.470 -0.02
C -23.350878 1.838008 2.352525 1.389 -2.062 -0.907 -0.30
C -23.016440 2.115324 3.820135 0.129 -0.196 -1.553 -0.03
N -22.763820 0.721043 1.835053 -0.994 1.782 -0.201 0.10
H -19.807633 -5.324853 0.302623 0.049 1.307 -0.538 0.11
H -18.666390 -4.206375 -0.528531 -0.264 0.050 -0.066 0.09
H -20.201043 -4.715692 -1.307518 0.374 -0.046 -0.200 0.07
H -20.500471 -3.548127 2.375242 -0.046 0.077 0.099 0.10
H -21.758630 -1.151917 2.284411 -0.353 0.740 0.203 0.09
H -23.691357 0.778259 -2.847287 -0.650 -1.192 0.763 0.16
H -26.159385 -0.358569 -2.801054 -1.237 0.641 -0.557 0.09
H -27.070640 -2.750066 -2.240934 0.506 0.086 0.148 0.09
H -26.786941 -2.639523 -0.526927 -0.458 -0.420 0.588 0.09
H -25.912573 -3.905219 -1.482002 -0.427 0.481 0.296 0.09
H -21.940357 2.777226 -0.789116 -0.421 0.174 0.501 0.11
H -19.286926 3.218741 -1.682368 -0.057 1.071 0.038 0.10
H -18.322849 1.729355 -3.919040 0.181 -0.214 -0.134 0.08
H -18.138265 -0.032604 -3.396188 -0.041 0.530 -0.241 0.06
H -17.423792 1.254741 -2.416240 -0.481 0.018 -0.698 0.10
H -24.596702 1.557787 -0.703805 -0.122 0.587 0.047 0.10
H -24.770039 3.338271 1.525319 0.163 -0.431 -0.325 0.10
H -22.015093 2.605728 3.883112 -0.833 -0.409 0.167 0.09
H -23.020020 1.119188 4.306182 0.073 0.867 0.059 0.08
H -23.796336 2.767890 4.177657 -0.040 0.167 0.682 0.06
Cl -25.176385 -7.212821 -8.018182 0.221 0.919 0.732 0.87
C -24.656775 -6.035665 -6.881100 -0.856 -0.878 -1.230 -0.60
C -24.348682 -6.464476 -5.592463 0.759 -1.541 2.356 -0.03
C -23.723697 -5.612426 -4.682059 -1.061 -1.935 -0.082 0.05
C -23.504854 -4.285915 -5.027518 1.146 -0.209 -0.989 -0.01
C -23.814278 -3.861092 -6.366293 -1.747 -0.707 -0.544 0.10
C -24.516928 -4.702724 -7.234510 0.623 2.037 -0.551 -0.03
C -22.685999 -3.371839 -4.182509 1.154 2.096 1.266 -0.53
O -21.928438 -3.822915 -3.256218 -1.162 -0.086 -1.331 -0.03
O -22.715031 -2.113994 -4.442891 -0.507 -1.931 0.293 -0.03
H -24.561673 -7.543235 -5.320343 0.404 1.486 -0.334 0.15
H -23.439840 -6.069898 -3.733236 0.028 0.662 -0.083 0.15
H -23.601783 -2.841320 -6.628849 0.080 0.258 -0.089 0.14
H -24.933086 -4.360176 -8.206664 0.725 -0.188 0.774 0.14
C -14.686400 -4.076077 -7.769195 0.368 0.238 0.763 -0.04
C -15.887424 -3.648550 -6.935221 -0.048 -0.498 0.780 -0.25
C -16.583612 -2.494296 -7.217164 0.387 0.547 -0.949 -0.02
C -17.638836 -1.994885 -6.426292 1.329 0.225 -0.311 -0.19
C -18.164384 -0.634347 -6.804109 -0.218 0.141 1.515 -0.03
C -17.974291 -2.712664 -5.288888 -0.565 -0.790 1.054 -0.05
C -17.330099 -3.954882 -4.976400 -0.770 0.753 -0.343 -0.18
C -17.807791 -4.940761 -3.929763 0.774 -0.369 -0.806 -0.03
C -16.319168 -4.371039 -5.802297 0.801 -0.835 -0.706 -0.02
C -19.054088 -2.275401 -4.344338 -0.415 0.536 -0.046 -0.54
O -19.018382 -2.587706 -3.117115 -0.583 0.071 0.006 -0.05
O -20.066664 -1.573073 -4.734600 0.308 -0.435 0.230 -0.08
H -13.775898 -3.540346 -7.393232 -0.716 -0.370 -0.245 0.10
H -14.839923 -3.728985 -8.797094 0.164 -0.490 0.077 0.07
H -14.447008 -5.165034 -7.674567 -0.451 0.898 -0.346 0.09
H -16.228273 -1.944006 -8.118625 -0.571 -0.133 0.789 0.13
H -18.470798 -0.052357 -5.907756 0.579 -0.273 -0.443 0.07
H -19.112502 -0.758906 -7.279524 -0.513 0.088 -0.965 0.08
H -17.416398 -0.083607 -7.380280 -0.422 -0.102 -0.067 0.09
H -17.612311 -4.656690 -2.917758 0.033 0.463 0.562 0.06
H -17.164833 -5.821032 -4.129276 -0.929 0.002 0.303 0.08
H -18.883181 -5.135023 -4.026838 0.313 -0.198 0.005 0.09
H -15.889137 -5.369058 -5.612703 -0.012 0.618 -0.093 0.12
```
Positions in Å, forces in eV/Å.

Results
total charge	+1
total energy	-3263.26514	hartree
expectation value of S²	0.77
frontier orbital gap (spin up / spin down)	6.26 / 2.35	eV
multiplicity	2
E_HOMO (spin up / spin down)	-10.71 / -10.71	eV

***

Record 3
Density functional theory data (ωB97M-V/def2-TZVPD) for C33H35BrF3N7O3PReS as an isolated structure.

```
85
Properties=species:S:1:pos:R:3:forces:R:3:lowdin_charge:R:1
Re -0.441529 -0.106436 0.688066 0.506 0.077 -0.193 1.22
O 0.291445 2.802188 -2.445524 -0.058 0.211 -0.296 0.04
C -0.691408 2.455067 -3.336727 -0.045 -0.153 0.132 -0.25
C -0.894081 3.292003 -4.423334 0.078 0.192 -0.106 0.01
C -1.854561 2.995096 -5.372296 0.055 0.097 0.008 -0.04
C -2.636094 1.851793 -5.253385 -0.056 -0.016 -0.123 -0.06
C -2.428171 1.008197 -4.185081 -0.018 -0.095 0.157 -0.04
C -1.471436 1.301916 -3.208625 0.392 0.086 0.155 -0.12
C -1.294814 0.299737 -2.093390 -0.557 0.108 -0.557 -0.33
O -0.214993 0.532679 -1.232392 -0.236 -0.529 1.551 -0.36
N -2.547673 0.232836 -1.265586 0.168 -0.619 -0.152 0.07
N -2.287488 0.466457 0.026017 -0.782 0.135 0.719 -0.22
C -3.145361 0.984380 0.866267 0.152 0.031 -0.281 -0.15
C -2.679965 1.551534 2.092932 0.065 0.101 0.149 -0.58
Br -0.819764 2.134223 1.922805 0.040 -0.082 -0.034 0.93
C -3.318885 1.785436 3.255775 0.120 0.000 -0.070 -0.05
C -4.592878 1.229772 3.648630 -0.142 -0.012 0.038 -0.22
C -5.310359 1.884818 4.660445 -0.003 0.108 -0.101 0.00
C -6.551992 1.419003 5.047040 -0.022 0.014 0.066 -0.03
C -7.074856 0.271536 4.463946 -0.016 -0.023 0.000 -0.02
C -6.358630 -0.412547 3.486137 0.015 -0.023 -0.006 -0.04
C -5.125808 0.059142 3.082590 0.111 0.072 -0.027 -0.03
H 0.352023 2.102577 -1.786990 -0.035 -0.113 0.113 0.04
H -0.271963 4.174493 -4.505934 -0.045 -0.006 -0.037 0.13
H -1.988426 3.653464 -6.220791 -0.002 0.009 0.045 0.12
H -3.379475 1.611262 -6.000984 0.017 0.022 0.015 0.12
H -3.014383 0.094404 -4.106541 0.075 0.028 -0.005 0.12
H -1.194724 -0.681853 -2.567298 0.168 -0.119 0.175 0.14
H -3.386267 0.641401 -1.660150 0.088 0.309 0.067 0.16
H -4.191410 1.107316 0.595370 0.025 0.027 -0.059 0.16
H -2.834417 2.440408 3.974671 -0.028 -0.011 -0.019 0.13
H -4.902573 2.783736 5.108208 -0.010 -0.038 0.023 0.13
H -7.112990 1.942623 5.809550 0.025 -0.016 -0.006 0.13
H -8.034990 -0.107637 4.790030 0.013 0.027 -0.031 0.13
H -6.758752 -1.323266 3.061060 0.004 0.013 0.009 0.12
H -4.537975 -0.507422 2.368913 -0.052 -0.037 0.010 0.10
O 1.392304 -0.537153 1.713618 -0.349 0.060 -0.131 -0.37
N 1.371392 -0.785386 3.029752 0.103 0.048 -0.001 -0.18
C 2.537911 -0.715888 3.712415 0.194 0.065 -0.072 0.01
C 2.585426 -1.013791 5.044815 -0.092 -0.078 0.048 0.01
C 1.412901 -1.403652 5.701425 -0.031 -0.011 -0.023 0.01
C 0.233959 -1.449981 4.994654 0.037 -0.034 0.030 -0.03
C 0.224414 -1.122291 3.637748 -0.137 -0.076 0.155 -0.57
S -1.201779 -1.148525 2.675781 -0.045 0.230 -0.807 0.81
H 3.395888 -0.406749 3.135240 -0.061 -0.020 -0.047 0.13
H 3.528324 -0.952641 5.569350 -0.008 0.012 -0.026 0.13
H 1.429967 -1.667002 6.750917 0.009 0.043 -0.023 0.14
H -0.699645 -1.737854 5.458471 0.024 0.008 0.014 0.13
C 5.695494 -0.115558 -2.189345 -0.115 0.135 -0.092 -0.09
N 5.651299 -0.440814 -0.679477 -0.011 -0.025 -0.018 -0.06
C 6.075564 0.829614 0.079516 -0.130 0.125 -0.025 -0.10
N 5.243775 1.915439 -0.283321 0.108 0.311 0.067 -0.15
C 5.327634 2.180649 -1.721839 -0.131 -0.282 0.140 -0.12
N 4.884668 1.007794 -2.472069 -0.008 0.123 -0.255 -0.15
C 3.450602 0.757359 -2.337312 -0.042 0.017 0.227 -0.29
P 2.925680 0.383160 -0.575752 0.748 0.213 -0.416 1.05
C 4.280599 -0.884075 -0.261622 -0.279 0.043 0.057 -0.25
C 3.869866 1.806924 0.198575 -0.083 -0.187 -0.080 -0.29
H 5.358454 -0.999192 -2.728689 -0.014 -0.070 0.071 0.15
H 6.736721 0.088091 -2.435662 0.053 -0.020 0.092 0.15
H 6.323116 -1.185150 -0.486873 0.012 -0.023 0.020 0.19
H 7.110243 1.028847 -0.194098 0.042 -0.061 -0.055 0.15
H 6.015022 0.615979 1.145462 -0.023 -0.090 0.016 0.14
H 6.360186 2.407657 -1.985104 0.024 0.008 0.006 0.15
H 4.705338 3.035818 -1.974617 -0.015 0.006 -0.001 0.15
H 3.162565 -0.072396 -2.986402 -0.012 0.019 -0.036 0.10
H 2.902237 1.639951 -2.674566 -0.025 -0.039 -0.049 0.10
H 4.043374 -1.808376 -0.789004 0.084 -0.028 -0.048 0.10
H 4.302514 -1.113023 0.804593 0.097 -0.027 0.011 0.09
H 3.875132 1.688318 1.285018 -0.010 0.041 0.006 0.09
H 3.344548 2.736129 -0.026590 -0.007 0.020 0.025 0.10
F -2.221067 -3.771772 -4.291821 -0.029 0.002 -0.048 0.18
C -1.584648 -4.628647 -3.479981 0.024 -0.058 0.010 -0.60
F -2.421752 -5.608084 -3.162321 0.042 -0.033 0.022 0.19
F -0.540880 -5.127379 -4.135208 0.002 -0.057 0.041 0.18
C -1.149258 -3.844682 -2.255567 -0.069 0.166 -0.058 -0.05
C 0.091622 -3.227883 -2.224493 0.054 -0.084 0.018 0.05
C 0.345149 -2.313712 -1.227998 -0.061 0.118 0.142 -0.09
N -0.576769 -1.971347 -0.304311 0.102 -0.421 -0.176 -0.12
C -1.730952 -2.667168 -0.277120 0.022 0.125 -0.009 -0.10
C -2.051646 -3.605109 -1.231215 0.017 -0.186 0.001 0.06
H 0.835026 -3.427502 -2.983926 -0.013 -0.013 0.013 0.14
H 1.278742 -1.773463 -1.177942 -0.011 0.066 -0.023 0.08
H -2.425801 -2.437727 0.519119 0.010 0.076 -0.016 0.10
H -2.997800 -4.128091 -1.185660 -0.008 0.069 -0.025 0.15
```
Positions in Å, forces in eV/Å.

Results
total charge	+3
total energy	-5577.97605	hartree
expectation value of S²	0.77
frontier orbital gap (spin up / spin down)	4.49 / 4.96	eV
multiplicity	2
E_HOMO (spin up / spin down)	-14.82 / -14.82	eV

***

> What is the total energy in the second record?

-3263.26514 hartree